Entry 1:
The following is a quantum chemistry calculation of C29H33BrN2O6Rb as an isolated structure, from the Open Molecules 2025 dataset.

```
! RIJCOSX wB97M-V def2-TZVPD def2/J DEFGRID3
* xyz -1 1
Rb 0.11423 -0.40767 -0.20398
O 2.79451 -4.16992 1.63637
C 1.97354 -5.00525 2.28025
C 2.50595 -6.14203 2.89993
C 1.68636 -7.02695 3.57555
C 0.31656 -6.80112 3.65565
C -0.21067 -5.67470 3.04179
C 0.58646 -4.77114 2.35170
C -0.04543 -3.54681 1.68862
O 0.84851 -2.64746 1.20061
N -0.94376 -4.07883 0.61372
N -1.62511 -3.08469 0.00341
C -1.79746 -3.13574 -1.25804
C -2.44099 -2.04215 -1.98476
Br -3.32339 -0.73960 -0.90597
C -2.33095 -1.79934 -3.28807
C -1.57638 -2.64840 -4.23822
C -0.52036 -2.06933 -4.94059
C 0.21826 -2.82919 -5.83429
C -0.08899 -4.16856 -6.03964
C -1.14265 -4.74659 -5.34681
C -1.88544 -3.98869 -4.45139
H 2.16663 -3.38525 1.35895
H 3.57475 -6.30412 2.83388
H 2.12005 -7.90141 4.04726
H -0.32682 -7.49182 4.18569
H -1.27823 -5.48331 3.08519
H -0.75218 -3.08904 2.40548
H -0.39294 -4.64218 -0.03714
H -1.37207 -3.93853 -1.86293
H -2.73191 -0.87104 -3.67473
H -0.28016 -1.03198 -4.73655
H 1.04484 -2.37519 -6.36808
H 0.49294 -4.76069 -6.73481
H -1.38774 -5.78987 -5.50205
H -2.71199 -4.43566 -3.91160
C 4.07904 -0.48512 -5.57145
O 4.42096 0.53055 -4.65505
C 3.43525 0.97181 -3.81585
C 3.83800 1.96077 -2.89504
C 2.90345 2.44708 -2.02262
C 1.56235 2.01708 -2.01694
C 0.65205 2.70026 -1.08957
C -0.83645 2.76098 -1.38347
O 1.06569 3.28554 -0.09288
C 1.15266 0.97062 -2.91366
O 0.00858 0.40896 -2.86904
C 2.14911 0.49806 -3.83612
H 4.98246 -0.70298 -6.13680
H 3.29219 -0.15622 -6.25712
H 3.74515 -1.39097 -5.05703
H 4.86089 2.31045 -2.90534
H 3.17680 3.21209 -1.30595
H -1.10591 2.27127 -2.31316
H -1.11033 3.81758 -1.39195
H -1.39192 2.30157 -0.56071
H 1.84093 -0.29028 -4.50719
C 1.02253 1.15818 2.96233
C 0.02258 0.03081 3.10848
O -1.22357 0.48042 2.58742
C -2.27242 -0.46030 2.75644
C -3.58821 0.26191 2.57384
H 2.02145 0.81248 3.23077
H 0.75494 1.99622 3.60670
H 1.05187 1.54349 1.94080
H -0.10004 -0.23551 4.16706
H 0.35665 -0.87610 2.58639
H -2.21254 -0.89891 3.76140
H -2.17080 -1.27888 2.03356
H -3.73049 1.00563 3.35881
H -4.41846 -0.44534 2.59944
H -3.60520 0.77692 1.61285
*
```

Results
* molecular weight: 670.96 Da
* orbital gap: 7.1 eV
* LUMO energy: 2.3 eV
* energy: -116573.1812 eV
* HOMO: -4.77 eV

=====

Entry 2:
The following is a quantum chemistry calculation of C29H33BrN4O2RuSSiTe as an isolated structure, from the Open Molecules 2025 dataset.

```
! RIJCOSX wB97M-V def2-TZVPD def2/J DEFGRID3
* xyz -1 2
Ru 0.71667 -0.04697 -0.38010
C -0.56468 3.46507 1.82276
C -0.26210 2.36868 0.85258
N 0.52381 1.36440 1.10315
N 1.06291 1.22853 2.33715
C 1.72855 0.10244 2.45968
N 2.27116 -0.12873 3.68491
S 1.96179 -1.13702 1.25666
C -0.88433 2.33813 -0.46550
C -1.78297 3.31270 -0.89751
C -2.35320 3.20626 -2.14904
C -2.01152 2.14141 -2.97079
C -1.10792 1.21221 -2.49949
N -0.57068 1.30251 -1.28076
H -0.03451 3.27685 2.75180
H -1.63526 3.52608 2.03093
H -0.24276 4.42950 1.42000
H 2.33571 0.66026 4.30472
H 2.96995 -0.84557 3.75634
H -2.02479 4.13948 -0.24575
H -3.05709 3.95597 -2.48867
H -2.43116 2.02813 -3.96042
H -0.80030 0.34286 -3.06999
Br 3.45716 3.10280 0.75444
C 2.26364 3.67797 -0.60352
C 1.63045 4.90128 -0.42144
C 0.80221 5.39719 -1.41385
C 0.63840 4.68409 -2.59516
C 1.29539 3.47799 -2.76807
C 2.09758 2.93621 -1.76553
C 2.79267 1.59966 -2.01868
O 3.55562 1.55264 -2.97180
O 2.53186 0.66066 -1.19420
H 1.79777 5.45761 0.49161
H 0.29779 6.34469 -1.26824
H 0.00451 5.07285 -3.38278
H 1.20024 2.92091 -3.69235
C -0.41125 -2.34832 -5.72486
Si 0.22080 -3.26773 -4.20786
C -1.05376 -4.56472 -3.73366
C 1.82180 -4.13444 -4.66787
C 0.47913 -2.11496 -2.85134
C 0.66586 -1.36781 -1.89892
H -0.54840 -3.01879 -6.57767
H 0.29244 -1.56527 -6.01518
H -1.37189 -1.87437 -5.50844
H -1.16820 -5.32447 -4.51180
H -2.02614 -4.09800 -3.56189
H -0.76134 -5.06073 -2.80611
H 1.67822 -4.82614 -5.50265
H 2.20707 -4.69879 -3.81627
H 2.58187 -3.40354 -4.95040
C -0.53604 -2.68080 6.70903
C -0.76885 -2.32806 5.26371
C -1.43739 -1.16857 4.90353
C -1.65036 -0.82831 3.57029
C -2.38638 0.44761 3.27334
C -1.18237 -1.67089 2.55180
Te -1.57485 -1.23851 0.49998
C -0.51507 -2.85920 2.90255
C -0.01178 -3.87090 1.90323
C -0.31970 -3.15740 4.24939
H -0.93083 -1.90875 7.37012
H 0.52951 -2.79275 6.92067
H -1.01990 -3.62509 6.96842
H -1.79858 -0.50069 5.68008
H -2.53490 1.02519 4.18791
H -3.35922 0.24665 2.82174
H -1.82845 1.04975 2.56106
H 0.04716 -3.46846 0.89783
H -0.68503 -4.73326 1.87684
H 0.97810 -4.22587 2.19417
H 0.20612 -4.07332 4.50613
*
```

Results
* molecular weight: 838.34 Da
* orbital gap (spin up / spin down): 6.2 / 6.0 eV
* LUMO energy (spin up / spin down): 2.1 / 1.9 eV
* energy: -139298.5068 eV
* HOMO (spin up / spin down): -4.15 / -4.12 eV

=====

Entry 3:
The following is a quantum chemistry calculation of C29H33MoN3O6Se as an isolated structure at a distorted geometry, from the Open Molecules 2025 dataset.

```
! RIJCOSX wB97M-V def2-TZVPD def2/J DEFGRID3
* xyz 2 1
Mo -0.33831 -1.06698 0.58751
C 1.47291 -1.62213 -3.19096
C 1.88304 -2.46494 -1.98010
C 0.67426 -3.04776 -1.27381
C 2.91420 -1.76843 -1.10453
C 4.24616 -2.10953 -1.30507
C 5.27122 -1.45026 -0.64552
C 4.99498 -0.41619 0.22886
C 3.68536 -0.02027 0.47891
C 3.35868 1.03684 1.50977
C 4.47763 2.05242 1.71126
C 2.98476 0.37616 2.84129
C 2.68283 -0.71327 -0.21042
N 1.32496 -0.30712 0.09033
C 0.48211 0.50942 -0.58079
C -1.85859 1.07144 -0.17476
C -2.99413 1.62737 0.63382
C -3.94871 0.69293 0.65027
C -3.37359 -0.55508 0.13198
N -2.15873 -0.34248 -0.30576
C -4.04694 -1.87974 0.11417
C -3.04915 -2.99092 -0.19127
C -4.75563 -2.13607 1.45128
C -5.08790 -1.76914 -1.02715
H 0.98368 -2.24455 -3.94015
H 2.33915 -1.15115 -3.65231
H 0.76044 -0.83736 -2.92167
H 2.40103 -3.34774 -2.36608
H -0.05380 -2.21922 -0.98454
H 0.89755 -3.64508 -0.39567
H 0.02327 -3.59697 -1.95538
H 4.48275 -2.90250 -2.00289
H 6.29664 -1.74794 -0.81762
H 5.80650 0.08561 0.73604
H 2.48773 1.59231 1.14357
H 5.33754 1.60604 2.21189
H 4.12439 2.85756 2.35538
H 4.81753 2.48756 0.77119
H 3.84202 -0.16753 3.24099
H 2.16617 -0.34061 2.74723
H 2.68770 1.12682 3.57226
H 0.64455 0.88639 -1.58482
H -3.07924 2.65913 0.94333
H -4.95645 0.80119 1.01870
H -2.29286 -3.08744 0.59907
H -2.56869 -2.85729 -1.16277
H -3.56326 -3.95186 -0.20556
H -4.04665 -2.20016 2.27666
H -5.28052 -3.08900 1.38680
H -5.49998 -1.37352 1.67815
H -4.61816 -1.52667 -1.98085
H -5.84604 -1.01883 -0.80326
H -5.58924 -2.73217 -1.12502
O -2.30311 1.58074 -2.49557
C -1.80041 1.92801 -1.47027
N -0.46901 1.05087 0.36229
C -0.09240 2.41730 0.96974
O 0.35937 2.47623 2.05235
C -0.34226 3.45880 -0.04742
C 0.21722 4.70914 0.18519
C 0.07427 5.71061 -0.76915
C -0.61802 5.46354 -1.94339
C -1.19537 4.21754 -2.17661
C -1.06523 3.21016 -1.23615
H 0.76690 4.88473 1.10030
H 0.51080 6.68382 -0.59120
H -0.72262 6.24664 -2.68203
H -1.76537 4.02676 -3.07627
O 0.09868 -2.64126 1.54234
Se -0.65173 -2.24937 3.15757
O -1.90934 -3.20209 3.36425
O -1.15364 -0.77148 2.33299
O 0.51608 -1.97205 4.19904
*
```

Results
* molecular weight: 694.50 Da
* orbital gap (spin up / spin down): 6.2 / 6.0 eV
* LUMO energy (spin up / spin down): -8.5 / -8.8 eV
* energy: -114545.8327 eV
* HOMO (spin up / spin down): -14.77 / -14.77 eV

=====

Entry 4:
The following is a quantum chemistry calculation of one molecule with the formula C29H33N3O5 at a distorted geometry, from the Open Molecules 2025 dataset.

```
! RIJCOSX wB97M-V def2-TZVPD def2/J DEFGRID3
* xyz 0 1
C -2.11252 -2.15143 -0.82884
H -2.06502 -3.19541 -1.15677
O -0.85494 -1.67765 -0.42162
C -0.29791 -2.19010 0.70736
C -0.76841 -3.29219 1.40741
C -0.10495 -3.73249 2.54182
C 1.02900 -3.08499 2.99266
C 1.50419 -1.98016 2.30522
C 0.85549 -1.53249 1.16947
N 1.29391 -0.35494 0.51012
C 1.55013 -0.32805 -0.82831
O 1.59048 0.70457 -1.47540
C 1.89922 -1.61103 -1.45819
C 2.00800 -1.87250 -2.80091
C 2.37692 -3.22935 -2.91010
C 2.47546 -3.69170 -1.63172
O 2.19095 -2.72597 -0.74929
H 2.73519 -4.65348 -1.23447
H 2.54790 -3.78251 -3.81060
H 1.83799 -1.17066 -3.59052
C 0.85507 0.88256 1.17800
C -0.62387 1.07622 0.96939
C -1.12481 1.61102 -0.20839
C -2.48601 1.71115 -0.41660
C -3.40244 1.27678 0.54555
C -2.88546 0.73555 1.72848
C -1.52531 0.63613 1.93059
H -1.16033 0.21409 2.85809
H -3.55359 0.41256 2.51303
N -4.77691 1.43247 0.40601
C -5.33701 2.19412 -0.69028
H -4.67044 3.01017 -0.96315
C -5.63855 1.29365 -1.89454
O -6.51428 0.24796 -1.52386
C -5.97667 -0.51431 -0.46757
C -5.67654 0.35513 0.76406
H -5.24736 -0.26551 1.54802
H -6.61198 0.79368 1.12919
H -6.72276 -1.27621 -0.23427
H -5.04603 -1.00481 -0.79852
H -6.14755 1.84823 -2.68435
H -4.70262 0.86976 -2.29026
H -6.28187 2.62310 -0.33550
H -2.82668 2.12738 -1.35174
H -0.44196 1.94479 -0.97222
C 1.70242 2.09462 0.74704
O 1.23291 3.19532 0.57877
N 3.02805 1.83072 0.75076
H 3.32121 0.86628 0.77371
C 3.99368 2.75983 0.20180
H 3.54622 3.75158 0.29218
C 5.33246 2.63013 0.92951
C 6.06002 1.46650 0.23541
C 5.34291 1.24953 -1.11187
H 4.80939 0.29726 -1.11448
H 6.04473 1.22980 -1.94425
C 4.34627 2.40387 -1.24535
H 4.81462 3.26384 -1.72378
H 3.45833 2.12402 -1.80883
H 7.11242 1.70559 0.08709
H 6.01687 0.56284 0.84439
H 5.19456 2.45798 1.99599
H 5.89367 3.55576 0.80514
H 1.05004 0.73650 2.24930
H 2.38402 -1.45718 2.64973
H 1.54115 -3.43246 3.87632
H -0.48593 -4.59094 3.07423
H -1.65459 -3.81150 1.07818
H -2.85154 -2.05058 -0.02746
H -2.39897 -1.52240 -1.67002
*
```

Results
* molecular weight: 503.60 Da
* SMILES: COc1ccccc1N(C(=O)c1ccco1)[C@@H](C(=O)NC1CCCC1)c1ccc(N2CCOCC2)cc1
* orbital gap: 8.1 eV
* LUMO energy: 0.6 eV
* energy: -45316.1191 eV
* HOMO: -7.48 eV

=====

Copy entry 1 word for word.
The following is a quantum chemistry calculation of C29H33BrN2O6Rb as an isolated structure, from the Open Molecules 2025 dataset.

```
! RIJCOSX wB97M-V def2-TZVPD def2/J DEFGRID3
* xyz -1 1
Rb 0.11423 -0.40767 -0.20398
O 2.79451 -4.16992 1.63637
C 1.97354 -5.00525 2.28025
C 2.50595 -6.14203 2.89993
C 1.68636 -7.02695 3.57555
C 0.31656 -6.80112 3.65565
C -0.21067 -5.67470 3.04179
C 0.58646 -4.77114 2.35170
C -0.04543 -3.54681 1.68862
O 0.84851 -2.64746 1.20061
N -0.94376 -4.07883 0.61372
N -1.62511 -3.08469 0.00341
C -1.79746 -3.13574 -1.25804
C -2.44099 -2.04215 -1.98476
Br -3.32339 -0.73960 -0.90597
C -2.33095 -1.79934 -3.28807
C -1.57638 -2.64840 -4.23822
C -0.52036 -2.06933 -4.94059
C 0.21826 -2.82919 -5.83429
C -0.08899 -4.16856 -6.03964
C -1.14265 -4.74659 -5.34681
C -1.88544 -3.98869 -4.45139
H 2.16663 -3.38525 1.35895
H 3.57475 -6.30412 2.83388
H 2.12005 -7.90141 4.04726
H -0.32682 -7.49182 4.18569
H -1.27823 -5.48331 3.08519
H -0.75218 -3.08904 2.40548
H -0.39294 -4.64218 -0.03714
H -1.37207 -3.93853 -1.86293
H -2.73191 -0.87104 -3.67473
H -0.28016 -1.03198 -4.73655
H 1.04484 -2.37519 -6.36808
H 0.49294 -4.76069 -6.73481
H -1.38774 -5.78987 -5.50205
H -2.71199 -4.43566 -3.91160
C 4.07904 -0.48512 -5.57145
O 4.42096 0.53055 -4.65505
C 3.43525 0.97181 -3.81585
C 3.83800 1.96077 -2.89504
C 2.90345 2.44708 -2.02262
C 1.56235 2.01708 -2.01694
C 0.65205 2.70026 -1.08957
C -0.83645 2.76098 -1.38347
O 1.06569 3.28554 -0.09288
C 1.15266 0.97062 -2.91366
O 0.00858 0.40896 -2.86904
C 2.14911 0.49806 -3.83612
H 4.98246 -0.70298 -6.13680
H 3.29219 -0.15622 -6.25712
H 3.74515 -1.39097 -5.05703
H 4.86089 2.31045 -2.90534
H 3.17680 3.21209 -1.30595
H -1.10591 2.27127 -2.31316
H -1.11033 3.81758 -1.39195
H -1.39192 2.30157 -0.56071
H 1.84093 -0.29028 -4.50719
C 1.02253 1.15818 2.96233
C 0.02258 0.03081 3.10848
O -1.22357 0.48042 2.58742
C -2.27242 -0.46030 2.75644
C -3.58821 0.26191 2.57384
H 2.02145 0.81248 3.23077
H 0.75494 1.99622 3.60670
H 1.05187 1.54349 1.94080
H -0.10004 -0.23551 4.16706
H 0.35665 -0.87610 2.58639
H -2.21254 -0.89891 3.76140
H -2.17080 -1.27888 2.03356
H -3.73049 1.00563 3.35881
H -4.41846 -0.44534 2.59944
H -3.60520 0.77692 1.61285
*
```

Results
* molecular weight: 670.96 Da
* orbital gap: 7.1 eV
* LUMO energy: 2.3 eV
* energy: -116573.1812 eV
* HOMO: -4.77 eV